[1]
The following is a quantum chemistry calculation of a structure of composition C20H21CoIN6O5S3Se, from the Open Molecules 2025 dataset.

XYZ file:
```
58
Properties=species:S:1:pos:R:3
Co 0.89 1.44 -0.05
C -5.68 -1.81 -0.69
C -4.18 -1.82 -0.56
C -3.40 -2.64 -1.36
C -2.01 -2.65 -1.22
C -1.41 -1.83 -0.28
C -2.18 -1.02 0.54
C -3.56 -1.02 0.40
S 0.37 -1.72 -0.17
O 0.70 -1.70 1.23
O 0.87 -2.83 -0.96
N 0.75 -0.34 -0.83
C 0.57 -0.27 -2.27
C 0.73 1.17 -2.74
O 0.39 1.48 -3.88
O 1.20 1.99 -1.87
H -5.99 -2.20 -1.66
H -6.08 -0.80 -0.58
H -6.15 -2.44 0.08
H -3.87 -3.26 -2.11
H -1.39 -3.27 -1.85
H -1.70 -0.38 1.27
H -4.16 -0.38 1.03
H -0.42 -0.61 -2.60
H 1.29 -0.88 -2.82
S 1.02 3.57 0.75
C 0.68 2.87 2.29
S 0.39 1.19 2.14
C 0.71 3.55 3.50
C 0.95 4.95 3.55
N 1.15 6.09 3.60
C 0.54 2.86 4.73
N 0.42 2.30 5.73
C 3.70 -1.34 -1.54
N 3.69 -1.47 -0.09
C 3.82 -2.66 0.58
C 3.74 -2.38 1.90
N 3.56 -1.03 2.02
C 3.34 -0.35 3.29
C 3.50 -0.47 0.79
Se 3.26 1.35 0.39
H 4.70 -1.58 -1.91
H 3.46 -0.31 -1.78
H 2.95 -2.00 -1.95
H 3.93 -3.60 0.06
H 3.77 -3.03 2.76
H 4.00 -0.79 4.03
H 2.30 -0.44 3.58
H 3.58 0.71 3.16
N -1.41 3.40 -1.80
C -1.68 2.14 -1.45
O -1.17 1.60 -0.46
C -2.64 1.34 -2.30
I -4.62 2.14 -2.29
H -0.62 3.82 -1.34
H -1.60 3.69 -2.75
H -2.71 0.34 -1.89
H -2.30 1.33 -3.33
```

Values from the calculation:
**HOMO-LUMO gap**: 6.892 eV
**Calculated total energy**: -183843.3511 eV
**Total charge**: -1
**Energy relative to the best compared isomer or geometry (same formula, charge and spin)**: 0.0 kJ/mol

***

[2]
The following is a quantum chemistry calculation of an isolated molecule of C20H21N3O2S2, from the Open Molecules 2025 dataset.

XYZ file:
```
48
Properties=species:S:1:pos:R:3
N 0.91 -3.69 3.78
O 4.51 5.02 -2.76
O -2.89 -3.27 0.21
C 0.39 -3.70 2.74
S 4.29 1.74 -0.91
S 0.71 -1.08 -0.59
C 4.61 4.36 -1.78
C -2.67 -2.43 1.07
C 2.37 3.03 -2.02
C 1.77 1.84 -1.63
C 3.19 -1.13 0.19
C 2.59 -2.38 0.66
C 3.73 3.16 -1.68
C 2.64 1.02 -0.98
C 2.31 -0.27 -0.40
C 1.30 -2.51 0.26
N -1.47 -2.58 1.67
N -2.52 0.03 1.42
C 5.87 4.37 -0.95
C 0.32 -3.66 0.23
C -4.89 0.61 -0.09
C -3.99 1.71 0.38
C -2.79 0.06 -0.95
C -0.56 -3.71 1.58
C -3.42 -1.12 1.14
C -3.97 -0.65 -0.24
C -2.63 0.96 0.30
H 1.91 3.87 -2.52
H 0.74 1.54 -1.79
H 4.11 -0.78 0.66
H 3.18 -3.16 1.02
H -1.41 -1.98 2.51
H -1.59 -0.36 1.34
H 5.98 5.40 -0.56
H 6.75 4.17 -1.47
H 5.81 3.76 -0.10
H 0.92 -4.60 0.23
H -0.40 -3.71 -0.60
H -5.77 0.49 0.52
H -5.30 0.85 -1.09
H -4.06 1.84 1.42
H -4.00 2.53 -0.33
H -2.03 -0.64 -1.11
H -3.15 0.57 -1.90
H -1.25 -4.58 1.63
H -4.10 -1.09 1.99
H -4.39 -1.40 -0.84
H -1.71 1.57 0.35
```

Values from the calculation:
**HOMO-LUMO gap**: 7.658 eV
**Calculated total energy**: -51314.1945 eV
**SMILES**: CC(=O)c1ccc(-c2ccc(C[C@@H](C#N)NC(=O)[C@H]3N[C@@H]4CC[C@H]3C4)s2)s1
**Energy relative to the best compared isomer or geometry (same formula, charge and spin)**: 462.9 kJ/mol

***

[3]
The following is a quantum chemistry calculation of an isolated molecule of C20H21N3O3, from the Open Molecules 2025 dataset.

XYZ file:
```
47
Properties=species:S:1:pos:R:3
C -3.12 3.54 -1.40
C -1.64 3.45 -1.45
C -0.74 2.94 -0.52
C 0.58 3.11 -1.07
C 1.88 2.86 -0.64
C 2.93 3.20 -1.47
C 2.73 3.79 -2.72
C 1.45 4.07 -3.17
C 0.40 3.73 -2.34
N -0.95 3.91 -2.53
H -1.37 4.32 -3.34
H 1.28 4.53 -4.12
H 3.58 4.03 -3.33
H 3.94 3.00 -1.14
H 2.07 2.41 0.31
C -1.18 2.34 0.73
O -2.32 2.47 1.15
C -0.18 1.50 1.51
N 0.51 0.54 0.68
C -0.37 -0.35 -0.06
H 0.07 -0.50 -1.06
C -0.57 -1.72 0.60
N 0.71 -2.38 0.75
C 0.91 -3.69 1.01
O 2.04 -4.16 1.10
C -0.25 -4.58 1.18
C -0.21 -5.95 1.27
C -1.53 -6.38 1.49
C -2.29 -5.25 1.52
O -1.53 -4.16 1.34
H -3.34 -5.09 1.66
H -1.87 -7.39 1.60
H 0.67 -6.55 1.19
C 1.87 -1.50 0.73
C 1.52 -0.20 1.44
H 2.42 0.42 1.52
H 1.17 -0.43 2.46
H 2.68 -2.02 1.24
H 2.18 -1.30 -0.30
H -1.06 -1.59 1.58
H -1.23 -2.32 -0.02
H -1.34 0.13 -0.19
H 0.56 2.17 1.95
H -0.74 1.03 2.34
H -3.54 3.51 -2.40
H -3.41 4.48 -0.92
H -3.52 2.74 -0.79
```

Values from the calculation:
**HOMO-LUMO gap**: 8.794 eV
**Calculated total energy**: -31693.5092 eV
**SMILES**: Cc1[nH]c2ccccc2c1C(=O)CN1CCN(C(=O)c2ccco2)CC1
**Energy relative to the best compared isomer or geometry (same formula, charge and spin)**: 304.8 kJ/mol

***

[4]
The following is a quantum chemistry calculation of a structure of composition C20H21N3O4V, from the Open Molecules 2025 dataset.

XYZ file:
```
49
Properties=species:S:1:pos:R:3
C 2.72 -0.73 -1.59
C 2.39 -2.10 -0.96
H 2.00 -0.32 -2.34
H 3.64 -0.87 -2.18
H 2.94 0.04 -0.84
H 1.91 -2.81 -1.66
H 3.34 -2.57 -0.69
H 1.82 -2.05 -0.01
C -0.32 1.57 -2.51
C -1.21 2.59 -2.89
C -2.58 2.35 -2.81
C -3.04 1.14 -2.30
H 0.76 1.71 -2.55
H -0.80 3.53 -3.25
H -3.30 3.11 -3.13
H -4.09 0.90 -2.19
N -0.77 0.39 -2.06
C -2.10 0.16 -1.90
C -2.46 -1.11 -1.27
N -1.42 -1.82 -0.76
C -1.66 -2.91 0.01
C -4.02 -2.76 -0.44
C -2.95 -3.42 0.17
H -0.79 -3.33 0.51
H -3.09 -4.33 0.76
C -3.78 -1.58 -1.14
H -4.57 -1.00 -1.60
H -5.04 -3.16 -0.36
V 0.46 -1.20 -1.50
C 0.23 -2.30 -3.25
H -0.65 -1.92 -3.81
H 0.05 -3.34 -2.93
H 1.14 -2.22 -3.87
O 0.62 -1.05 1.40
C 0.83 0.19 1.23
O 0.86 0.81 0.11
C 1.12 1.06 2.44
C 0.83 2.44 2.41
C 1.21 3.27 3.47
C 1.91 2.72 4.57
C 2.16 1.33 4.63
C 1.75 0.51 3.57
N 2.47 3.58 5.54
O 2.29 4.81 5.42
O 3.16 3.08 6.46
H 0.31 2.88 1.56
H 1.03 4.34 3.45
H 2.71 0.93 5.48
H 1.94 -0.56 3.62
```

Values from the calculation:
**HOMO-LUMO gap (alpha / beta)**: 6.318 / 7.233 eV
**2S+1**: 4
**Calculated total energy**: -59425.4515 eV

***

[5]
The following is a quantum chemistry calculation of a structure of composition C20H21N3O7RhSe, from the Open Molecules 2025 dataset.

XYZ file:
```
53
Properties=species:S:1:pos:R:3
Rh 0.47 0.05 -1.03
N 2.58 0.25 -1.23
C 2.97 1.62 -0.88
C 1.85 2.58 -1.25
O 2.07 3.71 -1.65
N 0.64 2.02 -1.03
C -0.57 2.78 -1.26
C -1.76 1.85 -1.10
O -2.88 2.31 -1.00
O -1.48 0.57 -1.09
H 3.09 -0.46 -0.71
H 2.66 0.04 -2.22
H 3.90 1.94 -1.34
H 3.08 1.67 0.21
H -0.59 3.19 -2.27
H -0.67 3.62 -0.57
C 1.33 1.30 6.31
C 1.19 0.69 4.94
C 0.09 0.95 4.14
C -0.08 0.36 2.89
C -1.29 0.71 2.09
C 0.91 -0.52 2.42
Se 0.69 -1.49 0.77
C 2.05 -0.77 3.20
C 3.17 -1.68 2.76
C 2.17 -0.16 4.44
H 0.55 2.03 6.50
H 2.30 1.79 6.43
H 1.26 0.53 7.08
H -0.68 1.63 4.50
H -1.96 1.37 2.64
H -1.84 -0.18 1.78
H -1.01 1.22 1.17
H 3.22 -1.75 1.67
H 3.02 -2.70 3.13
H 4.12 -1.32 3.14
H 3.05 -0.36 5.04
O 0.60 -3.38 -3.51
C 0.23 -2.30 -3.07
O 0.97 -1.51 -2.35
C -1.16 -1.82 -3.43
C -1.40 -0.50 -3.77
C -2.68 -0.08 -4.12
C -3.73 -0.98 -4.12
C -3.46 -2.29 -3.77
C -2.20 -2.73 -3.44
N -4.58 -3.25 -3.76
O -4.41 -4.32 -3.21
O -5.62 -2.92 -4.31
H -0.58 0.20 -3.78
H -2.85 0.96 -4.38
H -4.73 -0.67 -4.37
H -2.02 -3.77 -3.21
```

Values from the calculation:
**HOMO-LUMO gap (alpha / beta)**: 6.768 / 6.770 eV
**Calculated total energy**: -108239.5418 eV
**Total charge**: -1
**Energy relative to the best compared isomer or geometry (same formula, charge and spin)**: 51.9 kJ/mol

***

[6]
The following is a quantum chemistry calculation of an isolated molecule of C20H21N5O, from the Open Molecules 2025 dataset.

XYZ file:
```
47
Properties=species:S:1:pos:R:3
O 1.93 -4.75 0.15
N -2.89 -2.71 0.62
N -2.59 3.66 0.12
C 1.92 -3.56 -0.20
C 0.41 -1.54 -0.22
C 0.62 -2.89 -0.05
C -3.54 4.42 0.71
C -3.63 -1.57 0.57
C -1.58 -2.50 0.35
C -1.72 3.02 0.93
C -3.69 4.56 2.09
C -1.80 3.12 2.33
C -2.80 3.89 2.93
C -3.11 -0.28 0.24
C -0.99 -1.30 0.03
C -1.76 -0.18 -0.08
N -0.58 -3.47 0.30
N -1.28 1.03 -0.54
N 3.10 -2.91 -0.64
C -1.01 1.26 -1.95
C -0.67 2.08 0.32
C 0.33 1.97 -1.89
C 0.32 2.81 -0.61
C 5.52 -2.86 -1.32
C 5.49 -3.45 0.06
C 4.32 -3.66 -0.88
H 1.17 -0.82 -0.49
H -4.21 5.05 0.14
H -4.66 -1.72 0.85
H -4.49 5.23 2.47
H -1.10 2.56 2.92
H -2.81 3.93 4.02
H -3.78 0.63 0.16
H -0.73 -4.46 0.46
H 2.98 -1.97 -1.07
H -0.96 0.36 -2.60
H -1.77 1.93 -2.37
H -0.11 1.56 1.15
H 1.10 1.17 -1.83
H 0.51 2.57 -2.79
H -0.02 3.83 -0.84
H 1.32 2.81 -0.11
H 6.18 -3.28 -2.02
H 5.34 -1.80 -1.40
H 6.14 -4.29 0.28
H 5.39 -2.78 0.91
H 4.21 -4.68 -1.24
```

Values from the calculation:
**HOMO-LUMO gap**: 8.599 eV
**Calculated total energy**: -30577.8837 eV
**SMILES**: O=C(NC1CC1)c1cc2c(N3CCC[C@H]3c3ccccn3)ccnc2[nH]1
**Energy relative to the best compared isomer or geometry (same formula, charge and spin)**: 39.2 kJ/mol

***

[7]
The following is a quantum chemistry calculation of an isolated molecule of C20H21N5O3, from the Open Molecules 2025 dataset.

XYZ file:
```
49
Properties=species:S:1:pos:R:3
C -4.58 -0.14 -0.49
O -4.70 -1.28 -1.30
C -3.49 -1.95 -1.60
C -3.19 -3.16 -0.69
H -2.33 -3.68 -1.12
H -4.05 -3.83 -0.71
C -2.88 -2.81 0.77
N -1.84 -1.82 0.89
C -0.53 -2.14 1.03
O -0.11 -3.29 1.17
C 0.36 -0.99 1.00
C 1.74 -1.08 1.13
N 2.41 -2.21 1.41
H 3.40 -2.29 1.23
H 1.80 -3.03 1.38
N 2.32 0.16 1.01
C 1.33 1.07 0.77
N 1.48 2.35 0.59
C 0.31 3.02 0.38
C 0.36 4.41 0.17
C -0.79 5.12 -0.03
C -2.03 4.47 -0.03
C -2.11 3.12 0.16
C -0.95 2.36 0.37
N -1.07 1.02 0.56
C 0.06 0.38 0.77
H -3.07 2.61 0.17
H -2.93 5.05 -0.19
H -0.75 6.19 -0.19
H 1.33 4.89 0.19
C 3.74 0.46 1.07
C 4.46 -0.07 -0.13
C 4.70 0.47 -1.36
C 5.39 -0.51 -2.10
C 5.51 -1.58 -1.27
O 4.95 -1.33 -0.08
H 5.96 -2.55 -1.41
H 5.74 -0.43 -3.11
H 4.42 1.45 -1.68
H 4.16 0.03 1.98
H 3.81 1.55 1.09
H -2.05 -0.85 0.73
H -2.53 -3.71 1.28
H -3.78 -2.44 1.27
H -3.61 -2.32 -2.62
H -2.65 -1.25 -1.58
H -4.39 -0.38 0.56
H -5.54 0.38 -0.57
H -3.78 0.52 -0.85
```

Values from the calculation:
**HOMO-LUMO gap**: 7.838 eV
**Calculated total energy**: -34674.7264 eV
**SMILES**: COCCCNC(=O)c1c(N)n(Cc2ccco2)c2nc3ccccc3nc12
**Energy relative to the best compared isomer or geometry (same formula, charge and spin)**: 97.0 kJ/mol

***

[8]
The following is a quantum chemistry calculation of an isolated molecule of C20H21N5O3S, from the Open Molecules 2025 dataset.

XYZ file:
```
50
Properties=species:S:1:pos:R:3
C -0.73 7.29 -6.14
C -0.68 5.84 -5.73
C -0.40 5.48 -4.43
C -0.34 4.14 -4.04
C -0.58 3.15 -4.99
C -0.85 3.52 -6.30
C -0.90 4.84 -6.67
H -1.12 5.11 -7.70
H -1.03 2.74 -7.03
H -0.55 2.11 -4.73
O -0.05 3.93 -2.73
C 0.04 2.61 -2.25
H 0.71 2.02 -2.89
C -1.34 1.92 -2.11
O -1.78 1.83 -0.77
C -1.20 0.93 0.06
C -0.16 0.06 -0.27
C 0.33 -0.82 0.66
C -0.18 -0.86 1.96
C -1.21 0.02 2.29
C -1.71 0.90 1.36
H -2.51 1.59 1.61
H -1.62 0.01 3.29
C 0.34 -1.78 2.94
N 1.28 -2.59 2.65
N 1.74 -3.42 3.60
C 2.68 -4.36 3.34
O 3.21 -4.55 2.27
C 3.04 -5.19 4.59
C 1.84 -5.71 5.29
N 0.94 -4.98 5.84
N -0.07 -5.64 6.38
C 0.02 -6.92 6.25
N -0.91 -7.80 6.66
H -0.65 -8.77 6.76
H -1.62 -7.45 7.27
S 1.49 -7.43 5.40
H 3.70 -6.00 4.28
H 3.59 -4.52 5.27
H 1.30 -3.42 4.53
H -0.11 -1.76 3.94
H 1.13 -1.50 0.41
H 0.26 0.06 -1.27
H -1.33 0.93 -2.57
H -2.09 2.53 -2.61
H 0.49 2.71 -1.26
H -0.21 6.23 -3.67
H -1.70 7.52 -6.59
H -0.57 7.94 -5.29
H 0.04 7.49 -6.89
```

Values from the calculation:
**HOMO-LUMO gap**: 8.243 eV
**Calculated total energy**: -45507.6640 eV
**SMILES**: Cc1cccc(OCCOc2ccc(/C=N/NC(=O)Cc3nnc(N)s3)cc2)c1
**Energy relative to the best compared isomer or geometry (same formula, charge and spin)**: 400.5 kJ/mol